1.
75
Properties=species:S:1:pos:R:3:lowdin_charge:R:1 method="wB97M-V/def2-TZVPD" total_charge=+1 mol_weight_g_mol=754.423
Rh -1.40703 0.03896 -0.73787 0.854
N 1.51637 -3.24554 -1.16697 0.143
C 1.05677 -1.98664 -1.03587 -0.110
N -0.17493 -1.64594 -1.25477 0.046
C -1.06863 -2.60574 -1.76107 -0.226
N -2.24313 -2.19524 -2.17227 0.089
N -2.51143 -0.94064 -1.98527 -0.183
C -3.60653 -0.33354 -2.43337 -0.042
C -3.83073 0.95866 -1.93307 -0.245
C -4.90593 1.77646 -2.34357 -0.008
C -5.08163 3.00946 -1.77627 -0.056
C -4.16213 3.44266 -0.81277 -0.040
C -3.11423 2.61696 -0.46257 -0.110
N -2.92743 1.41186 -0.99557 -0.007
C -0.67243 -3.99174 -1.80037 -0.080
C -1.54623 -5.03604 -2.10617 0.008
C -1.11323 -6.34834 -2.04127 -0.056
C 0.19037 -6.64134 -1.66957 -0.050
C 1.08307 -5.61864 -1.38187 -0.007
C 0.65357 -4.30614 -1.45127 -0.167
H 2.49307 -3.44624 -1.00857 0.163
H 1.78527 -1.23724 -0.75517 0.122
H -4.28823 -0.83104 -3.10837 0.129
H -5.56153 1.40706 -3.11507 0.117
H -5.90673 3.64236 -2.06407 0.112
H -4.26873 4.40606 -0.34357 0.106
H -2.40973 2.93956 0.29183 0.103
H -2.55873 -4.79684 -2.38057 0.118
H -1.79643 -7.14924 -2.27727 0.112
H 0.52137 -7.66524 -1.61327 0.113
H 2.10247 -5.84014 -1.10157 0.117
O -1.91083 -1.24924 1.14823 -0.352
S -1.44623 -0.19244 2.04823 0.636
O -2.45513 0.49676 2.78943 -0.270
N -0.61183 0.82786 1.03063 -0.213
C -0.31313 2.07266 1.47613 -0.280
C -0.37933 2.44136 2.84263 0.015
C -0.32023 3.76976 3.20773 -0.038
C -0.25653 4.76696 2.24603 -0.019
C -0.11783 4.44056 0.87963 -0.152
C -0.13553 5.40066 -0.15057 0.074
C -0.04253 4.96936 -1.48107 -0.012
C 0.22517 3.66596 -1.77277 0.047
N 0.39947 2.71796 -0.76077 0.171
C -0.00383 3.07646 0.53113 -0.104
C -0.23463 -0.96684 3.10433 -0.278
C -0.41153 -1.14604 4.46263 -0.045
C 0.54197 -1.86374 5.17063 -0.059
C 1.64867 -2.38594 4.52003 -0.067
C 1.82597 -2.17934 3.15943 -0.063
C 0.87927 -1.46034 2.45113 -0.066
H -0.48903 1.66906 3.58453 0.100
H -0.36973 4.03256 4.25373 0.119
H -0.27083 5.80866 2.52853 0.115
H -0.25383 6.44216 0.09323 0.132
H -0.15053 5.68076 -2.28457 0.122
H 0.42527 3.29896 -2.76467 0.147
H -1.28893 -0.75034 4.94963 0.120
H 0.41067 -2.03094 6.22863 0.112
H 2.37677 -2.95504 5.07713 0.109
H 2.68777 -2.59014 2.65533 0.103
H 0.96767 -1.28014 1.39263 0.077
O 2.10747 1.19206 0.19623 0.211
B 1.42557 1.71946 -0.89437 -0.635
O 2.06217 1.41596 -2.08517 0.224
C 3.21847 0.78276 -1.72297 -0.192
C 4.29257 0.39866 -2.49887 0.021
C 5.40977 -0.09284 -1.83337 -0.073
C 5.43697 -0.21964 -0.45117 -0.074
C 4.34487 0.13576 0.32933 0.014
C 3.24617 0.65086 -0.32777 -0.211
H 4.28477 0.52676 -3.56757 0.125
H 6.29367 -0.34064 -2.40007 0.109
H 6.33927 -0.56284 0.03183 0.109
H 4.36477 0.07746 1.40433 0.124

2.
74
Properties=species:S:1:pos:R:3:lowdin_charge:R:1 method="wB97M-V/def2-TZVPD" mol_weight_g_mol=1141.428
Bi -1.24308 -0.18153 -1.11213 1.816
S 3.77146 -3.06149 -0.46026 1.066
C 5.33692 -3.73274 -0.56195 -0.403
C 6.29706 -2.77206 -0.65402 -0.178
C 5.75148 -1.46389 -0.65349 -0.119
C 4.38678 -1.45652 -0.55961 -0.478
C 3.49248 -0.29686 -0.53021 -0.181
C 2.13165 -0.44178 -0.86794 -0.100
N 1.26884 0.54663 -0.87493 0.040
C 1.68292 1.78620 -0.53316 -0.137
C 3.01271 2.03650 -0.16984 -0.125
C 3.41065 3.36306 0.21283 -0.013
C 2.52045 4.37581 0.22794 -0.013
C 1.15117 4.15627 -0.14431 -0.127
C 0.19733 5.18492 -0.12258 0.056
C -1.10683 4.92777 -0.48639 -0.192
C -1.41554 3.60338 -0.86293 -0.082
N -0.54759 2.62307 -0.88395 0.057
C 0.72721 2.87560 -0.52664 -0.148
C -2.13876 5.96874 -0.48678 -0.495
C -1.96581 7.31798 -0.63756 -0.122
C -3.18470 8.03917 -0.58257 -0.181
C -4.25925 7.22540 -0.39151 -0.411
S -3.80051 5.58722 -0.26861 1.066
C 3.91544 0.96316 -0.16896 0.061
H 5.46785 -4.80200 -0.54264 0.068
H 7.35195 -2.98826 -0.72858 0.104
H 6.34692 -0.56718 -0.74522 0.111
H 1.72149 -1.41230 -1.12538 0.057
H 4.44272 3.52875 0.49481 0.117
H 2.82085 5.37314 0.52324 0.117
H 0.49512 6.17381 0.20408 0.128
H -2.42972 3.35288 -1.15979 0.107
H -1.00437 7.77972 -0.80931 0.112
H -3.25903 9.11094 -0.68732 0.103
H -5.29682 7.50402 -0.31121 0.067
H 4.94059 1.13885 0.13387 0.127
Br -2.43053 -0.25315 5.82668 0.709
C -2.68821 -0.35717 3.96274 -0.761
C -3.88586 -0.81689 3.43315 -0.759
Br -5.29053 -1.36025 4.56704 0.709
C -4.05380 -0.88967 2.04683 -0.657
Br -5.61636 -1.57179 1.24605 0.767
C -3.03514 -0.50939 1.18905 -0.444
O -3.11765 -0.60327 -0.13535 -0.350
C -1.82367 -0.03077 1.73086 -0.412
O -0.85475 0.32797 0.88267 -0.332
C -1.65822 0.03606 3.10230 -0.643
Br 0.00914 0.66027 3.72440 0.768
C 0.14392 -4.94868 -1.66327 -0.153
Si -0.49200 -3.27712 -2.20000 0.333
C -2.19392 -3.38840 -2.99036 -0.176
C 0.66116 -2.53739 -3.49012 -0.178
N -0.48631 -2.19984 -0.82619 -0.304
C -0.69059 -2.74455 0.47772 -0.391
C 0.29831 -2.59648 1.45109 -0.047
C 0.10223 -3.06762 2.74007 -0.084
C -1.07884 -3.71354 3.07789 -0.084
C -2.05444 -3.89520 2.10883 -0.071
C -1.86383 -3.41636 0.82148 -0.054
H 0.33453 -5.58428 -2.53093 0.034
H -0.55883 -5.46463 -1.00867 0.034
H 1.07973 -4.83022 -1.11328 0.016
H -2.20081 -4.07835 -3.83780 0.030
H -2.51331 -2.41331 -3.37114 0.022
H -2.95196 -3.71619 -2.27708 0.025
H 0.58885 -3.08844 -4.43049 0.033
H 1.70351 -2.56951 -3.16404 0.016
H 0.41674 -1.49486 -3.71781 0.019
H 1.21702 -2.08543 1.19850 0.090
H 0.87257 -2.91774 3.48610 0.104
H -1.24096 -4.06366 4.08888 0.104
H -2.98598 -4.38739 2.36087 0.109
H -2.65123 -3.51911 0.08639 0.105

3.
72
Properties=species:S:1:pos:R:3:lowdin_spin:R:1 method="wB97M-V/def2-TZVPD" total_charge=+1 mol_weight_g_mol=728.759 spin_multiplicity=2
Ru -0.61478 0.48582 -0.07912 0.839
C -0.59941 -2.26758 2.06310 0.001
C -0.12472 -0.99467 2.68570 0.007
C 0.26479 -1.00924 4.02780 0.001
C 0.78990 0.11836 4.60810 0.003
C 0.93005 1.26228 3.83184 0.002
C 0.50597 1.23604 2.52413 0.001
N -0.04066 0.12345 1.95684 0.005
C 0.64225 2.42050 1.63819 0.014
C 1.10939 3.66691 2.01716 -0.003
C 1.15101 4.67732 1.06536 0.017
C 0.71222 4.44434 -0.23026 -0.004
C 0.25535 3.17744 -0.55617 0.015
N 0.25887 2.21402 0.37289 -0.001
C -0.29381 2.76543 -1.87224 -0.002
C -0.26520 3.61687 -2.95350 0.002
C -0.77747 3.17867 -4.16533 -0.003
C -1.29113 1.90642 -4.24013 0.003
C -1.30054 1.07216 -3.11870 -0.002
C -1.87069 -0.30240 -3.24443 -0.001
N -0.81044 1.50432 -1.94364 0.001
H 0.09465 -3.06868 2.32056 0.000
H -0.67010 -2.18704 0.98240 0.001
H -1.57773 -2.54630 2.45870 0.000
H 0.16327 -1.93057 4.58469 0.000
H 1.10731 0.11473 5.64181 0.000
H 1.37570 2.15305 4.24751 0.000
H 1.42462 3.86263 3.03037 0.000
H 1.51175 5.65873 1.34072 0.001
H 0.71710 5.24197 -0.95694 -0.001
H 0.16157 4.60431 -2.86454 0.000
H -0.76537 3.82417 -5.03273 0.000
H -1.69435 1.52577 -5.16754 0.000
H -1.95555 -0.56597 -4.29653 0.000
H -2.86125 -0.34455 -2.79163 0.000
H -1.25569 -1.03891 -2.73638 0.000
F -6.16066 -1.65469 2.99316 0.002
C -5.14378 -1.46932 2.15610 0.005
C -4.70147 -2.50748 1.34828 -0.001
F -5.29257 -3.69558 1.42405 -0.001
C -3.64202 -2.31858 0.48013 0.006
F -3.21391 -3.34391 -0.26119 0.001
C -2.98125 -1.09137 0.38278 0.005
O -1.97097 -0.92246 -0.45789 0.091
C -3.45732 -0.07362 1.20743 0.006
F -2.85246 1.14113 1.13214 0.006
C -4.51377 -0.23999 2.08152 -0.001
F -4.92140 0.77399 2.84111 -0.001
C 4.36202 -0.51648 2.64505 -0.001
C 4.30010 0.66381 1.91837 0.000
C 3.46984 0.74944 0.80837 -0.001
C 2.68686 -0.33559 0.40684 -0.002
C 2.77737 -1.52088 1.14077 -0.001
C 3.60437 -1.61266 2.25036 0.000
Si 1.47724 -0.09778 -0.99857 -0.006
C 1.24548 -1.50713 -2.18945 0.001
C 0.67028 -2.72980 -1.83233 -0.001
C 0.42712 -3.70787 -2.78305 0.000
C 0.75292 -3.47730 -4.11353 -0.001
C 1.32885 -2.27217 -4.48769 0.000
C 1.57241 -1.29504 -3.53205 -0.001
H 5.01494 -0.59069 3.50503 0.000
H 4.91031 1.51087 2.20622 0.000
H 3.44409 1.67219 0.23558 0.000
H 2.20450 -2.39148 0.83636 0.000
H 3.67118 -2.54266 2.80071 0.000
H 1.99346 1.05896 -1.78247 -0.002
H 0.38676 -2.92077 -0.80413 0.000
H -0.02459 -4.64657 -2.49017 0.000
H 0.55840 -4.23911 -4.85699 0.000
H 1.59066 -2.09374 -5.52266 0.000
H 2.02010 -0.35542 -3.83623 0.000

no.,E (eV),F_max (Eh/bohr)
1,-69853.83648,0.075
2,-360843.75774,0.004
3,-67277.96443,0.007